# 1
Molecular formula: C5H13NO2
Method: DFT, the ωB97M-V functional and the def2-TZVPD basis

Summary:
SMILES ... C=CC/C=C/N.O.O
ΔE to the lowest compared entry with this formula, charge and spin ... 76.7 kcal per mole
Molecular weight ... 119.16 g mol⁻¹
E_HOMO ... -7.9 eV
Kohn-Sham gap ... 8.60 eV
Total energy ... -10978.5521 eV

Each line ends with the Mulliken charge.
Positions of all 21 atoms, in Å:
C (2.30, 1.03, -2.21)  -0.67
C (1.48, 1.35, -1.22)  -0.22
C (1.07, 0.32, -0.15)  -0.35
C (-0.39, 0.15, -0.07)  -0.55
C (-1.05, -0.13, 1.05)  0.02
N (-2.42, -0.45, 1.14)  -0.42
H (2.24, 1.69, -3.10)  0.22
H (3.07, 0.22, -2.30)  0.26
H (0.93, 2.30, -1.24)  0.32
H (1.66, -0.67, -0.29)  0.22
H (1.65, 0.50, 0.79)  0.32
H (-0.86, -0.02, -1.06)  0.18
H (-0.54, -0.36, 1.97)  0.32
H (-2.95, -0.97, 1.80)  0.20
H (-2.88, -0.48, 0.25)  0.15
O (-4.73, 0.90, -2.41)  -0.64
H (-3.99, 0.37, -2.84)  0.32
H (-5.48, 0.62, -2.96)  0.32
O (3.82, -2.45, 4.29)  -0.64
H (2.90, -2.38, 4.05)  0.32
H (4.16, -1.57, 4.50)  0.32

# 2
Molecular formula: C5H13NO2
Method: DFT, the ωB97M-V functional and the def2-TZVPD basis

Summary:
SMILES ... C[C@H](NO)C(C)(C)O
ΔE to the lowest compared entry with this formula, charge and spin ... 54.3 kcal per mole
Molecular weight ... 119.16 g mol⁻¹
E_HOMO ... -9.0 eV
Kohn-Sham gap ... 9.90 eV
Total energy ... -10979.5261 eV

Each line ends with the Mulliken charge.
Positions of all 21 atoms, in Å:
C (1.95, -0.46, -0.03)  -1.57
C (0.46, -0.58, -0.34)  0.24
N (0.33, -0.52, -1.79)  -0.45
O (-0.77, -1.30, -2.27)  -0.42
C (-0.41, 0.51, 0.36)  1.29
C (-0.12, 0.58, 1.87)  -1.73
C (-1.89, 0.21, 0.15)  -1.70
O (-0.17, 1.77, -0.25)  -0.60
H (2.49, -1.18, -0.64)  0.44
H (2.32, 0.53, -0.28)  0.31
H (2.16, -0.66, 1.02)  0.36
H (0.11, -1.56, -0.02)  0.45
H (0.11, 0.44, -2.05)  0.35
H (-0.37, -2.06, -2.71)  0.31
H (0.89, 0.96, 2.05)  0.40
H (-0.22, -0.40, 2.32)  0.34
H (-0.83, 1.26, 2.34)  0.43
H (-2.11, 0.07, -0.91)  0.37
H (-2.18, -0.70, 0.68)  0.34
H (-2.49, 1.04, 0.52)  0.44
H (0.72, 2.06, -0.01)  0.39

# 3
Molecular formula: C5H13NO2PS
Method: DFT, the ωB97M-V functional and the def2-TZVPD basis

Summary:
ΔE to the lowest compared entry with this formula, charge and spin ... 16.6 kcal per mole
Molecular weight ... 182.21 g mol⁻¹
E_HOMO ... -14.1 eV
Kohn-Sham gap ... 9.42 eV
Charge ... +1
Total energy ... -31098.2110 eV

Each line ends with the Mulliken charge.
Positions of all 23 atoms, in Å:
C (-0.23, -2.24, 0.26)  -0.30
C (1.10, -1.81, 0.77)  0.07
C (2.11, -1.58, -0.33)  -1.34
C (-1.91, 1.82, -1.70)  -1.15
C (-0.62, 2.36, -0.96)  -0.36
N (0.75, -0.53, 1.54)  -0.24
O (-0.86, -0.97, -0.12)  -0.30
O (0.14, 1.40, -0.19)  -0.21
P (-0.41, 0.26, 0.77)  0.61
S (-1.77, 1.16, 2.54)  -0.18
H (-0.04, -2.61, -0.72)  0.35
H (-0.89, -2.79, 1.06)  0.29
H (1.57, -2.46, 1.53)  0.31
H (1.96, -0.79, -1.15)  0.23
H (2.19, -2.53, -0.69)  0.46
H (3.09, -1.27, 0.04)  0.43
H (-1.61, 1.18, -2.40)  0.37
H (-2.51, 1.44, -0.95)  0.40
H (-2.28, 2.70, -2.24)  0.38
H (-0.88, 3.18, -0.35)  0.34
H (0.13, 2.67, -1.65)  0.34
H (1.56, -0.03, 1.85)  0.30
H (-0.60, 1.44, 3.10)  0.20

# 4
Molecular formula: C5H13NO2S
Method: DFT, the ωB97M-V functional and the def2-TZVPD basis

Summary:
SMILES ... CSCCCNC=O.O
ΔE to the lowest compared entry with this formula, charge and spin ... 20.5 kcal per mole
Molecular weight ... 151.23 g mol⁻¹
E_HOMO ... -8.8 eV
Kohn-Sham gap ... 9.56 eV
Total energy ... -21815.6305 eV

Each line ends with the Mulliken charge.
Positions of all 22 atoms, in Å:
C (0.00, 0.00, 0.00)  -0.89
S (0.84, 1.10, 1.22)  -0.08
C (2.19, 1.85, 0.28)  -0.59
C (3.17, 2.63, 1.08)  -0.64
C (3.90, 1.91, 2.20)  -0.50
N (5.12, 2.59, 2.61)  -0.12
C (5.49, 3.00, 3.81)  0.05
O (4.79, 2.77, 4.80)  -0.59
H (0.82, -0.50, -0.55)  0.24
H (-0.61, 0.56, -0.72)  0.28
H (-0.63, -0.77, 0.48)  0.41
H (2.68, 1.02, -0.27)  0.34
H (1.80, 2.57, -0.47)  0.37
H (3.99, 2.95, 0.40)  0.38
H (2.80, 3.53, 1.61)  0.23
H (4.25, 0.90, 1.94)  0.25
H (3.28, 1.82, 3.12)  0.33
H (5.82, 2.86, 1.91)  0.25
H (6.43, 3.59, 3.80)  0.30
O (-1.10, -0.42, 2.79)  -0.61
H (-2.07, -0.58, 2.88)  0.31
H (-1.02, 0.17, 2.00)  0.29

# 5
Molecular formula: C5H13NO3
Method: DFT, the ωB97M-V functional and the def2-TZVPD basis

Summary:
ΔE to the lowest compared entry with this formula, charge and spin ... 39.7 kcal per mole
Molecular weight ... 135.16 g mol⁻¹
E_HOMO ... 0.8 eV
Kohn-Sham gap ... 6.01 eV
Charge ... -2
Total energy ... -13023.4453 eV

Each line ends with the Mulliken charge.
Positions of all 22 atoms, in Å:
C (1.90, 1.15, 0.44)  -1.36
C (0.56, 0.53, 0.35)  0.88
C (0.44, -0.87, -0.29)  -1.01
C (1.03, -0.69, -1.80)  -0.89
O (0.78, 0.50, -2.40)  -0.89
N (-0.14, 0.47, 1.62)  -0.46
C (-1.45, -0.50, 1.86)  -0.14
O (-1.10, -1.36, 2.80)  -0.90
H (1.87, 2.11, 0.14)  0.31
H (2.29, 1.05, 1.44)  0.49
H (2.57, 0.48, -0.22)  0.19
H (-0.16, 1.15, -0.30)  -0.11
H (-0.58, -1.07, -0.61)  0.33
H (0.82, -1.60, 0.37)  0.51
H (0.54, -1.45, -2.45)  0.37
H (2.11, -0.91, -1.73)  0.39
H (0.46, 0.39, 2.38)  0.18
H (-2.29, 0.16, 1.99)  0.24
H (-1.83, -0.98, 0.77)  0.01
H (-0.74, 0.65, -2.22)  0.39
H (-2.22, 0.96, -1.26)  0.25
O (-1.77, 0.62, -2.03)  -0.77

# 6
Molecular formula: C5H13NOS
Method: DFT, the ωB97M-V functional and the def2-TZVPD basis

Summary:
ΔE to the lowest compared entry with this formula, charge and spin ... 36.2 kcal per mole
Molecular weight ... 135.23 g mol⁻¹
E_HOMO (spin up / spin down) ... 1.0 / -5.0 eV
Kohn-Sham gap (spin up / spin down) ... 1.86 / 7.86 eV
2S+1 ... 2
Charge ... -1
Total energy ... -19766.6448 eV

Each line ends with the Mulliken charge.
Positions of all 21 atoms, in Å:
C (-2.06, 0.05, -0.24)  -0.86
C (-2.58, -0.43, 1.10)  -0.50
O (-3.07, -1.76, 1.01)  -0.38
C (-0.75, -0.61, -0.67)  -0.60
N (0.41, -0.10, 0.02)  0.36
C (1.52, 0.41, -0.75)  -1.12
C (2.70, 0.63, 0.14)  -1.70
S (3.81, 1.98, -0.38)  0.14
H (-1.89, 1.12, -0.31)  0.42
H (-2.81, -0.16, -0.96)  0.35
H (-1.86, -0.31, 1.92)  0.27
H (-3.43, 0.19, 1.38)  0.30
H (-2.44, -2.26, 0.47)  0.29
H (-0.77, -1.71, -0.52)  0.16
H (-0.61, -0.52, -1.75)  0.37
H (0.27, 0.34, 0.91)  0.12
H (1.67, -0.32, -1.54)  0.19
H (1.25, 1.31, -1.33)  0.24
H (3.29, -0.26, 0.25)  0.60
H (2.36, 0.95, 1.11)  -0.01
H (4.97, 1.45, 0.16)  0.35

# 7
Molecular formula: C5H13NOS
Method: DFT, the ωB97M-V functional and the def2-TZVPD basis

Summary:
ΔE to the lowest compared entry with this formula, charge and spin ... 33.6 kcal per mole
Molecular weight ... 135.23 g mol⁻¹
E_HOMO ... -9.1 eV
Kohn-Sham gap ... 9.86 eV
Total energy ... -19767.6430 eV

Each line ends with the Mulliken charge.
Positions of all 21 atoms, in Å:
C (-0.88, -2.24, 1.12)  -1.18
C (-2.13, -0.22, 2.02)  -1.36
C (0.35, 1.99, -1.09)  -0.90
C (2.35, 0.85, -2.54)  -1.02
C (-0.81, -0.87, 1.74)  0.99
N (0.24, -0.24, 2.04)  -0.70
O (0.40, -0.62, -1.50)  -0.60
S (1.32, 0.43, -1.06)  0.57
H (-1.56, -2.22, 0.27)  0.28
H (0.10, -2.57, 0.78)  0.31
H (-1.27, -2.95, 1.85)  0.39
H (-2.78, -0.91, 2.57)  0.41
H (-2.62, 0.03, 1.08)  0.30
H (-1.98, 0.68, 2.60)  0.32
H (-0.29, 1.99, -0.21)  0.25
H (1.03, 2.84, -1.05)  0.37
H (-0.25, 2.01, -1.99)  0.32
H (3.00, 1.67, -2.28)  0.38
H (2.94, -0.03, -2.78)  0.33
H (1.71, 1.10, -3.37)  0.30
H (1.11, -0.73, 1.81)  0.25

# 8
Molecular formula: C5H13NOS
Method: DFT, the ωB97M-V functional and the def2-TZVPD basis

Summary:
SMILES ... OCNCCCCS
ΔE to the lowest compared entry with this formula, charge and spin ... 30.2 kcal per mole
Molecular weight ... 135.23 g mol⁻¹
E_HOMO ... -8.9 eV
Kohn-Sham gap ... 9.85 eV
Total energy ... -19767.7926 eV

Each line ends with the Mulliken charge.
Positions of all 21 atoms, in Å:
O (1.07, 3.51, -0.87)  -0.56
C (0.38, 2.62, 0.07)  -0.42
N (-0.23, 1.51, -0.51)  -0.21
C (0.66, 0.45, -1.00)  -0.80
C (-0.08, -0.91, -0.97)  -0.80
C (0.16, -1.68, 0.34)  -0.65
C (-1.12, -2.40, 0.78)  -0.64
S (-1.15, -2.87, 2.58)  -0.24
H (0.66, 4.38, -0.79)  0.32
H (-0.30, 3.21, 0.69)  0.40
H (1.19, 2.28, 0.71)  0.23
H (-1.02, 1.60, -1.13)  0.21
H (1.08, 0.74, -1.96)  0.32
H (1.48, 0.38, -0.29)  0.41
H (-1.13, -0.63, -1.04)  0.37
H (0.11, -1.58, -1.79)  0.50
H (0.94, -2.42, 0.12)  0.28
H (0.60, -1.11, 1.16)  0.41
H (-1.91, -1.66, 0.78)  0.40
H (-1.25, -3.29, 0.17)  0.35
H (-0.11, -2.11, 2.92)  0.11

# 9
Molecular formula: C5H13NOS
Method: DFT, the ωB97M-V functional and the def2-TZVPD basis

Summary:
SMILES ... C[C@@H](CCS)NCO
ΔE to the lowest compared entry with this formula, charge and spin ... 79.5 kcal per mole
Molecular weight ... 135.23 g mol⁻¹
E_HOMO ... -8.8 eV
Kohn-Sham gap ... 9.60 eV
Total energy ... -19765.6553 eV

Each line ends with the Mulliken charge.
Positions of all 21 atoms, in Å:
C (-0.99, 1.51, -1.67)  -1.28
C (0.24, 0.99, -0.93)  0.28
C (-0.31, 0.58, 0.53)  -0.92
C (-1.35, -0.47, 0.55)  -0.31
S (-1.72, -0.92, 2.34)  -0.22
N (0.98, -0.12, -1.62)  -0.34
C (2.11, -0.74, -1.04)  -0.21
O (3.05, 0.18, -0.63)  -0.56
H (-1.22, 2.58, -2.16)  0.28
H (-1.20, 1.01, -2.64)  0.34
H (-1.99, 1.49, -1.18)  0.21
H (0.91, 1.94, -0.62)  0.12
H (-0.50, 1.53, 1.12)  0.44
H (0.59, 0.25, 1.24)  0.37
H (-2.34, 0.10, 0.26)  0.27
H (-1.18, -1.55, 0.08)  0.28
H (-2.58, -1.91, 2.13)  0.12
H (0.30, -0.80, -1.82)  0.27
H (2.56, -1.58, -1.67)  0.30
H (1.89, -1.38, -0.08)  0.23
H (2.80, 1.05, -0.23)  0.35

# 10
Molecular formula: C5H13NOS
Method: DFT, the ωB97M-V functional and the def2-TZVPD basis

Summary:
SMILES ... CC=[S@@](C)(=O)N(C)C
ΔE to the lowest compared entry with this formula, charge and spin ... 132.9 kcal per mole
Molecular weight ... 135.23 g mol⁻¹
E_HOMO ... -7.5 eV
Kohn-Sham gap ... 8.29 eV
Total energy ... -19763.3381 eV

Each line ends with the Mulliken charge.
Positions of all 21 atoms, in Å:
C (3.02, 0.34, 0.81)  -0.88
C (1.63, 0.79, 1.09)  -0.35
S (0.50, 0.45, -0.43)  0.84
C (-0.60, 1.90, -0.33)  -0.91
O (1.06, 0.53, -1.76)  -0.70
N (-0.56, -0.81, -0.46)  0.02
C (-1.17, -1.06, -1.66)  -0.94
C (-1.36, -1.08, 0.77)  -0.68
H (3.57, 1.06, 1.36)  0.32
H (3.08, 0.54, -0.23)  0.30
H (3.42, -0.69, 0.95)  0.25
H (0.93, 0.26, 1.91)  0.06
H (-1.01, 2.00, 0.70)  0.31
H (-0.09, 2.83, -0.52)  0.36
H (-1.43, 1.67, -1.11)  0.30
H (-1.28, -2.14, -1.63)  0.33
H (-2.20, -0.52, -1.63)  0.30
H (-0.66, -0.79, -2.58)  0.28
H (-0.77, -0.56, 1.50)  0.24
H (-2.39, -0.58, 0.79)  0.30
H (-1.38, -2.25, 1.05)  0.26

# 11
Molecular formula: C5H13NOS
Method: DFT, the ωB97M-V functional and the def2-TZVPD basis

Summary:
ΔE to the lowest compared entry with this formula, charge and spin ... 68.6 kcal per mole
Molecular weight ... 135.23 g mol⁻¹
E_HOMO ... -9.2 eV
Kohn-Sham gap ... 8.89 eV
Total energy ... -19766.1268 eV

Each line ends with the Mulliken charge.
Positions of all 21 atoms, in Å:
C (1.71, -0.08, -1.04)  -1.48
C (0.84, -0.61, 1.30)  -1.59
C (0.60, -2.37, -0.53)  -1.50
C (-3.21, 2.25, -0.26)  -0.45
C (0.63, -0.85, -0.21)  1.46
N (-0.64, -0.28, -0.60)  -0.56
O (-2.97, 2.01, 2.26)  -0.48
S (-3.98, 2.15, 1.21)  0.38
H (1.71, -0.75, -1.94)  0.33
H (1.28, 0.97, -1.22)  0.32
H (2.64, -0.06, -0.56)  0.38
H (1.78, -1.08, 1.78)  0.34
H (0.09, -1.14, 1.88)  0.44
H (0.85, 0.48, 1.53)  0.33
H (0.75, -2.77, -1.60)  0.29
H (1.49, -2.77, -0.01)  0.35
H (-0.16, -3.00, -0.16)  0.42
H (-3.79, 2.12, -1.15)  0.29
H (-2.23, 1.91, -0.46)  0.23
H (-0.78, -0.41, -1.54)  0.23
H (-1.45, -0.71, -0.06)  0.26

# 12
Molecular formula: C5H13NS
Method: DFT, the ωB97M-V functional and the def2-TZVPD basis

Summary:
SMILES ... CCNCCCS
ΔE to the lowest compared entry with this formula, charge and spin ... 18.7 kcal per mole
Molecular weight ... 119.23 g mol⁻¹
E_HOMO ... -8.5 eV
Kohn-Sham gap ... 9.40 eV
Total energy ... -17720.4420 eV

Each line ends with the Mulliken charge.
Positions of all 20 atoms, in Å:
C (-2.79, 0.26, -1.04)  -1.27
C (-1.76, 1.11, -0.30)  -0.29
N (-0.60, 0.34, 0.11)  -0.21
C (0.74, 0.85, -0.02)  -0.66
C (1.65, 0.27, 1.07)  -0.70
C (1.83, -1.22, 0.89)  -0.75
S (2.65, -1.74, -0.72)  -0.21
H (-2.82, -0.75, -0.62)  0.33
H (-2.48, 0.01, -2.05)  0.34
H (-3.73, 0.80, -0.98)  0.36
H (-1.43, 1.92, -0.96)  0.27
H (-2.25, 1.58, 0.56)  0.27
H (-0.68, -0.61, -0.24)  0.18
H (1.17, 0.61, -1.01)  0.29
H (0.74, 1.94, 0.01)  0.46
H (1.07, 0.40, 1.98)  0.28
H (2.65, 0.71, 1.07)  0.35
H (1.01, -1.92, 1.01)  0.42
H (2.59, -1.56, 1.60)  0.41
H (2.44, -3.00, -0.35)  0.11